No. 1
{
  "formula": "C18H32GeN2NaOSe",
  "method": "ωB97M-V/def2-TZVPD",
  "lumo_ev": [-3.2, -5.2],
  "charge": 1,
  "e_above_lowest_kj_mol": 336.0,
  "e_homo_ev": [-11.479, -9.544],
  "gap_ha": [0.305, 0.158],
  "symbols": ["Se", "Ge", "Na", "O", "N", "N", "C", "C", "C", "C", "C", "C", "C", "C", "C", "C", "C", "C", "C", "C", "C", "C", "C", "C", "H", "H", "H", "H", "H", "H", "H", "H", "H", "H", "H", "H", "H", "H", "H", "H", "H", "H", "H", "H", "H", "H", "H", "H", "H", "H", "H", "H", "H", "H", "H", "H"],
  "xyz": [[-2.3596, -0.4170, -1.4665], [1.3471, -0.0653, -0.2004], [-1.3462, 2.1036, -1.3856], [0.0226, 2.4889, -2.9867], [-0.9539, 3.1891, 0.5325], [-1.8260, 4.5081, 2.0508], [-4.0715, -1.2310, -1.6773], [-3.0680, 2.3958, 1.5955], [6.8386, 0.2374, -0.6832], [-0.1566, 4.2890, 0.6835], [-5.9543, -1.8146, -3.0413], [3.0750, -0.6230, -1.1046], [0.6928, -2.6097, 1.8617], [-6.5779, -2.3939, -1.9460], [4.3203, 0.0562, -0.5468], [-0.6858, 5.1198, 1.6200], [1.8065, -1.6407, 2.2430], [5.5951, -0.4727, -1.2074], [1.4885, -0.2090, 1.8109], [-4.7020, -1.2421, -2.9159], [-5.9321, -2.4022, -0.7191], [0.9654, -4.0298, 2.3361], [-1.9530, 3.3454, 1.3745], [-4.6863, -1.8217, -0.5784], [-0.2461, -2.2567, 2.2925], [-2.9418, 1.5213, 0.9577], [-6.4001, -2.8647, 0.1370], [0.5789, -2.6081, 0.7688], [-7.5574, -2.8395, -2.0492], [-4.0258, 2.8687, 1.3737], [4.3897, -0.1148, 0.5310], [-2.4622, 4.8755, 2.7394], [0.0413, -0.7072, -0.8515], [2.2713, 0.4733, 2.1494], [-6.4417, -1.8144, -4.0047], [0.7502, 4.4039, 0.1290], [1.9423, -1.6589, 3.3283], [0.5003, 3.2705, -3.2839], [0.1330, 1.8646, -3.7122], [0.5418, 0.1197, 2.2424], [-0.3644, 6.0619, 2.0066], [5.5277, -0.3305, -2.2882], [-4.1817, -1.8308, 0.3788], [2.7458, -1.9731, 1.7935], [6.9480, 0.0902, 0.3892], [5.6860, -1.5447, -1.0205], [-3.0878, 2.0711, 2.6367], [7.7274, -0.1528, -1.1724], [1.8798, -4.4154, 1.8944], [0.1470, -4.6840, 2.0507], [4.2646, 1.1363, -0.7104], [6.7794, 1.3064, -0.8770], [2.9915, -0.4609, -2.1813], [1.0693, -4.0642, 3.4175], [-4.2166, -0.7998, -3.7756], [3.1316, -1.7035, -0.9391]],
  "lowdin_charge": [0.865, 1.019, 0.238, -0.070, 0.032, 0.113, -0.631, 0.005, -0.113, -0.131, -0.067, -0.369, -0.299, -0.054, -0.320, -0.074, -0.309, -0.279, -0.354, -0.126, -0.068, -0.107, -0.393, -0.129, 0.110, 0.045, 0.112, 0.078, 0.114, 0.092, 0.101, 0.170, -0.178, 0.056, 0.112, 0.102, 0.115, 0.080, 0.079, 0.050, 0.115, 0.108, 0.100, 0.103, 0.073, 0.110, 0.093, 0.071, 0.074, 0.070, 0.105, 0.071, 0.054, 0.075, 0.100, 0.061]
}

=====

No. 2
{
  "formula": "C18H33AuFN5OSSi",
  "method": "ωB97M-V/def2-TZVPD",
  "lumo_ev": [-4.5, -8.3],
  "charge": 2,
  "e_homo_ev": [-14.123, -14.436],
  "gap_ha": [0.353, 0.226],
  "spin_multiplicity": 3,
  "symbols": ["Au", "S", "Si", "F", "O", "N", "N", "N", "N", "N", "C", "C", "C", "C", "C", "C", "C", "C", "C", "C", "C", "C", "C", "C", "C", "C", "C", "C", "H", "H", "H", "H", "H", "H", "H", "H", "H", "H", "H", "H", "H", "H", "H", "H", "H", "H", "H", "H", "H", "H", "H", "H", "H", "H", "H", "H", "H", "H", "H", "H", "H"],
  "xyz": [[0.1067, 0.0648, 0.0071], [-0.2613, 2.2913, 1.2517], [2.9746, 0.0490, -1.2386], [0.4993, -0.1457, 2.6783], [-1.8609, -0.1812, -0.5027], [-2.4499, -2.1953, 0.4593], [-0.1244, 4.9228, 0.9110], [-0.3204, 3.7052, -1.0104], [-3.9829, -0.4756, 0.1324], [2.1236, 0.1639, 0.3769], [2.6190, 0.1767, 1.6234], [1.8076, 0.0732, 2.8065], [2.2108, 1.4234, -2.2371], [4.8119, 0.2227, -1.3098], [-4.3215, 0.8005, -0.5110], [-2.7410, -0.9524, 0.0372], [-1.2136, -2.8853, 0.1043], [-0.0593, 5.1721, 2.3578], [2.3076, 0.1562, 4.0712], [-0.2311, 3.7487, 0.3104], [-5.0777, -1.2277, 0.7586], [4.5378, 0.3719, 3.1435], [3.6810, 0.3112, 4.2543], [-3.4587, -3.0545, 1.0976], [4.0307, 0.3071, 1.8788], [-4.5228, -2.2136, 1.7617], [-0.2349, 4.8734, -1.8829], [2.4245, -1.5931, -1.8949], [1.3427, -1.6185, -2.0706], [4.0839, 0.3676, 5.2584], [-0.5744, -2.2654, -0.5185], [5.0619, 0.2730, -2.3751], [-5.6648, -1.7361, -0.0104], [1.1552, 1.2189, -2.4522], [-1.4515, -3.7820, -0.4665], [-5.7297, -0.5113, 1.2524], [5.1860, 1.1400, -0.8493], [0.7464, 5.8707, 2.5655], [5.3448, -0.6333, -0.8877], [2.6924, -2.4177, -1.2266], [2.2987, 2.3847, -1.7194], [-2.9416, -3.6723, 1.8296], [4.6979, 0.3611, 1.0342], [-0.4662, 2.8047, -1.4270], [-5.3884, 0.7998, -0.7132], [-0.1957, 5.7408, 0.3262], [0.7077, 5.4019, -1.7334], [2.7327, 1.5070, -3.1978], [-4.0816, 1.6492, 0.1308], [-3.7873, 0.9107, -1.4482], [-0.2751, 4.5346, -2.9122], [-0.9981, 5.5944, 2.7096], [5.6065, 0.4719, 3.2863], [-4.0895, -1.6763, 2.6094], [-1.0694, 5.5563, -1.7174], [2.9176, -1.7689, -2.8585], [-0.6667, -3.1798, 1.0005], [1.6266, 0.0841, 4.9095], [-5.3215, -2.8505, 2.1357], [-3.8953, -3.7196, 0.3487], [0.1311, 4.2461, 2.8881]],
  "mulliken_spin": [0.362, 0.546, -0.023, 0.021, 0.022, 0.006, 0.019, 0.001, 0.004, 0.486, 0.142, 0.159, 0.005, 0.004, -0.001, -0.010, 0.015, 0.008, -0.072, -0.053, 0.000, -0.044, 0.226, 0.000, 0.124, 0.000, 0.000, 0.026, -0.012, 0.006, 0.010, 0.000, 0.000, 0.002, 0.002, 0.000, -0.001, 0.000, -0.001, 0.003, 0.001, 0.000, 0.009, 0.003, 0.000, -0.004, 0.000, -0.001, 0.000, 0.000, 0.000, 0.000, 0.002, 0.000, 0.000, 0.003, 0.002, 0.002, 0.000, 0.000, -0.002]
}

=====

No. 3
{
  "formula": "C18H33B3Br2Cl16O5",
  "method": "ωB97M-V/def2-TZVPD",
  "lumo_ev": -0.6,
  "charge": 0,
  "smiles": "CC(=O)OCCCCCB1OBOB(/C(Br)=C(/C)Br)O1.ClCCl.ClCCl.ClCCl.ClCCl.ClCCl.ClCCl.ClCCl.ClCCl",
  "e_above_lowest_kj_mol": 689.0,
  "e_homo_ev": -9.465,
  "gap_ha": 0.326,
  "symbols": ["Br", "Br", "Cl", "Cl", "Cl", "Cl", "Cl", "Cl", "Cl", "Cl", "Cl", "Cl", "Cl", "Cl", "Cl", "Cl", "Cl", "Cl", "O", "O", "O", "O", "O", "C", "C", "C", "C", "C", "C", "C", "C", "C", "C", "C", "C", "C", "C", "C", "C", "C", "C", "B", "B", "B", "H", "H", "H", "H", "H", "H", "H", "H", "H", "H", "H", "H", "H", "H", "H", "H", "H", "H", "H", "H", "H", "H", "H", "H", "H", "H", "H", "H", "H", "H", "H", "H", "H"],
  "xyz": [[2.8494, -0.0659, 0.8816], [-0.7194, -2.7132, -1.2347], [1.4731, 10.1023, -7.2214], [-5.0125, 9.2598, -4.9212], [1.6080, 4.9037, 3.7528], [1.5479, 10.9788, -4.4420], [-2.2264, 4.6621, -5.9432], [-2.2602, 8.3309, -5.1689], [2.1364, -5.1505, 6.4382], [0.4693, -2.8374, 5.8303], [7.8575, -3.8539, 1.3341], [3.6616, 4.8275, 1.6849], [-3.3864, 5.0160, -3.2921], [1.1454, 3.3932, -2.1426], [-0.1506, 5.0559, -0.1290], [5.4310, -4.0643, -2.1120], [6.4071, -1.8358, -0.1900], [4.0933, -5.6191, -0.0402], [-0.0941, 0.4896, 2.4543], [-0.9603, -7.3863, 2.0783], [-2.6397, -5.6108, 2.1986], [-2.4212, -0.6604, 2.9292], [-1.6330, 0.0234, 0.5074], [1.0320, -0.7929, 0.3635], [-3.8731, 8.3201, -5.8926], [0.9027, -4.0419, 7.0496], [1.0166, -1.9183, -0.6108], [-1.9039, 5.0696, -4.2535], [-4.6806, -2.4150, 1.4246], [0.6908, 3.5327, -0.4401], [2.3970, -2.6066, -1.2544], [-4.0914, -4.8605, 0.2703], [-2.6009, -4.7856, 0.9490], [0.5141, 10.4697, -5.7826], [-0.0745, -5.1250, 3.0736], [-4.1008, -0.9778, 0.8493], [2.4320, 5.8159, 2.4824], [-1.2532, -6.1227, 2.4323], [7.9893, -2.5462, 0.1519], [-4.8746, -3.4255, 0.1484], [5.5841, -5.4004, -0.9647], [-1.0539, -0.2512, 3.3087], [-2.6454, -0.5337, 1.4727], [-0.2730, -0.0915, 1.0769], [-0.1859, 11.2752, -6.0178], [2.0758, -3.7243, -1.5232], [5.7992, -6.3194, -1.5154], [-3.9263, -5.2432, -0.8484], [1.6965, 6.1360, 1.7402], [6.4027, -5.1841, -0.2739], [0.0110, -4.6143, 7.3169], [3.2354, -2.7117, -0.4360], [8.4079, -2.9456, -0.7752], [-1.1885, 4.3519, -3.8448], [-4.2271, 7.2882, -5.9571], [0.9728, -5.5616, 2.7346], [-4.0732, -2.8548, 2.3230], [-0.0389, 9.5753, -5.4856], [-3.8167, 8.7540, -6.8938], [-6.0379, -3.6844, 0.0940], [-0.1640, -5.2029, 4.2403], [2.9122, 6.6909, 2.9270], [-1.4844, 6.0775, -4.2045], [2.7478, -2.0891, -2.2441], [-4.7758, -5.7007, 0.7707], [-1.8143, -5.3458, 0.2481], [0.0308, 2.7019, -0.1788], [-4.8717, -0.1026, 1.1035], [1.2910, -3.5298, 7.9333], [8.6486, -1.7714, 0.5506], [1.5940, 3.4934, 0.1738], [-2.2179, -3.7052, 1.1889], [-0.7036, -0.5121, 4.4138], [-5.7647, -2.1657, 1.8581], [-3.9905, -0.9528, -0.3303], [-4.6031, -2.9672, -0.8956], [-0.2506, -4.0147, 2.7008]],
  "lowdin_charge": [0.655, 0.723, 0.497, 0.514, 0.503, 0.497, 0.501, 0.571, 0.507, 0.532, 0.537, 0.511, 0.500, 0.523, 0.529, 0.494, 0.483, 0.523, 0.097, -0.024, -0.140, 0.138, 0.120, -0.454, -0.996, -1.020, -0.574, -1.056, -0.185, -1.010, -0.187, -0.159, -0.214, -1.056, -0.016, -0.088, -1.033, -0.278, -0.998, -0.207, -1.004, -0.208, -0.387, -0.493, 0.031, 0.066, 0.033, 0.119, -0.015, -0.046, 0.031, 0.032, 0.032, -0.006, 0.020, 0.106, 0.117, -0.053, 0.034, 0.118, 0.057, 0.029, -0.035, 0.098, 0.135, 0.127, 0.021, 0.131, 0.029, 0.030, -0.009, 0.090, 0.081, 0.120, 0.116, 0.106, 0.086]
}

=====

In eV/Å, the strongest force on any atom values for the records above are, in order, 1.1 0.5 8.8.